Record 1
The following is a quantum chemistry calculation of a molecular structure, C10H10BN7PdSe in a non-equilibrium geometry, from the Open Molecules 2025 dataset.

Calculated values
E_tot in hartree: -3323.82413
2S+1: 5
⟨S²⟩: 6.03
Net charge: +2

```
30
Properties=species:S:1:pos:R:3:lowdin_spin:R:1
Pd -0.0001 0.3566 0.3103 1.474
C 3.1173 -2.5866 -0.1757 0.156
C 2.5592 -1.3728 -0.5347 0.009
N 1.4364 -1.1755 0.1648 0.277
N 1.2555 -2.2459 0.9964 0.026
C 2.2377 -3.1089 0.8071 0.118
B 0.0003 -2.3472 1.9276 0.000
N 0.0000 -1.1580 2.8810 0.012
C -0.0001 -1.0982 4.2254 0.004
C 0.0000 0.2278 4.6093 0.006
C 0.0003 0.9506 3.4180 0.018
N 0.0002 0.1003 2.3930 0.191
N -1.2550 -2.2467 0.9967 0.026
C -2.2372 -3.1097 0.8080 0.117
C -3.1170 -2.5876 -0.1744 0.157
C -2.5589 -1.3736 -0.5340 0.009
N -1.4360 -1.1763 0.1647 0.275
H 4.0132 -3.0462 -0.5570 0.006
H 2.9064 -0.6453 -1.2497 -0.002
H 2.2820 -4.0376 1.3543 0.004
H 0.0007 -3.3885 2.4983 -0.001
H -0.0002 -1.9990 4.8169 0.001
H 0.0001 0.6199 5.6108 0.001
H 0.0006 2.0156 3.2527 0.000
H -2.2812 -4.0382 1.3554 0.004
H -4.0128 -3.0473 -0.5556 0.006
H -2.9063 -0.6464 -1.2492 -0.002
Se -0.0075 3.0169 -2.6769 0.833
C 0.0036 2.6570 -0.9003 0.128
N 0.0111 2.5532 0.2645 0.145
```



Record 2
The following is a quantum chemistry calculation of a molecular structure, C10H10BeBrNO3 in a non-equilibrium geometry, from the Open Molecules 2025 dataset.

Calculated values
E_tot in hartree: -3256.11833
Relative energy (zero: lowest compared OMol25 entry of this formula, charge and spin) in kcal per mole: 0.0
Net charge: -2

```
26
Properties=species:S:1:pos:R:3:mulliken_charge:R:1
C -1.9227 -0.8568 0.7536 -0.658
C -1.7168 -1.3561 2.0328 -0.459
C -1.7977 -0.2463 2.9764 -0.500
H -1.5615 -2.3790 2.3353 0.398
C -1.9845 0.9579 2.1719 -0.448
C -2.0472 0.5884 0.8377 -0.578
H -2.1798 1.2501 -0.0077 0.423
H -1.9533 -1.4307 -0.1649 0.492
H -1.7217 -0.3077 4.0387 0.635
H -2.0269 1.9469 2.5995 0.428
Be -0.0015 -0.0195 1.5250 0.209
Br 1.1153 -0.8206 -0.1755 -0.323
C 2.7739 0.6793 -3.3444 -0.496
C 1.6697 1.4726 -3.7787 -0.536
C 0.6742 0.5934 -4.3018 -0.548
H 1.6006 2.5506 -3.7241 0.367
C 1.1638 -0.7428 -4.1909 -0.510
C 2.4613 -0.6893 -3.5994 -0.607
H 3.0960 -1.5373 -3.3823 0.368
H 3.6877 1.0502 -2.9011 0.331
H -0.2819 0.8881 -4.7136 0.368
H 0.6437 -1.6387 -4.5023 0.335
O -0.0931 1.1149 5.5064 -0.544
N 0.0454 0.0076 4.9763 0.783
O 0.2873 -1.0805 5.5062 -0.545
O 0.0696 0.0054 3.5269 -0.386
```



Record 3
The following is a quantum chemistry calculation of a molecular structure, C10H10BiCl2 in a non-equilibrium geometry, from the Open Molecules 2025 dataset.

Calculated values
E_tot in hartree: -1522.01434
Net charge: -1

```
23
Properties=species:S:1:pos:R:3:mulliken_charge:R:1
C 0.8208 -2.8313 0.3024 -0.702
C 0.3625 -2.2921 -0.9555 -0.609
C -0.9682 -1.8354 -0.7916 -0.027
H 0.9132 -2.2600 -1.9006 0.352
C -1.3492 -2.0321 0.5554 -0.667
C -0.2502 -2.6751 1.2512 -0.663
H -0.3040 -3.1789 2.2275 0.520
H 1.7168 -3.4318 0.4629 0.514
H -1.6373 -1.5204 -1.6027 0.489
H -2.3411 -1.7913 0.9722 0.335
Bi 1.3343 -0.4432 1.6984 1.138
Cl 3.5520 0.2441 1.0819 -0.473
C -0.4396 2.8782 -1.1062 -0.338
C -1.7698 2.4431 -0.7528 -0.776
C -2.0420 1.2738 -1.5669 -0.392
H -2.3874 2.8254 0.0607 0.342
C -0.9693 1.0782 -2.4713 -0.433
C 0.0186 2.0856 -2.2259 -0.695
H 0.9500 2.2447 -2.8032 0.316
H 0.1343 3.6884 -0.6132 0.371
H -2.9655 0.7399 -1.5858 0.449
H -0.9678 0.3482 -3.2657 0.430
Cl 0.8311 0.7613 3.7180 -0.481
```



Record 4
The following is a quantum chemistry calculation of a molecular structure, C10H10Br2Sm in a non-equilibrium geometry, from the Open Molecules 2025 dataset.

Calculated values
E_tot in hartree: -6193.18899
2S+1: 6
⟨S²⟩: 8.77
Relative energy (zero: lowest compared OMol25 entry of this formula, charge and spin) in kcal per mole: 39.5
Net charge: -1

```
23
Properties=species:S:1:pos:R:3:lowdin_spin:R:1
C -0.7178 1.6968 0.6550 -0.012
C 0.4360 2.0459 1.4098 -0.008
C 1.4199 2.5719 0.4911 -0.011
H 0.5526 1.9195 2.4802 0.000
C 0.8516 2.5086 -0.8296 -0.007
C -0.4660 1.9614 -0.7154 -0.007
H -1.1910 1.8335 -1.5221 0.000
H -1.6839 1.3891 1.0759 0.000
H 2.4808 2.7453 0.7374 0.000
H 1.3694 2.6890 -1.7704 0.001
Sm 1.4981 0.2053 -0.0816 5.089
Br 2.7992 -0.8091 2.1046 -0.016
C -0.1741 -2.8519 -0.5507 -0.002
C -0.9966 -2.0091 -1.3647 -0.004
C -1.8207 -1.2302 -0.4908 -0.002
H -0.9484 -1.9295 -2.4523 0.000
C -1.5045 -1.5829 0.8508 -0.004
C -0.4908 -2.5825 0.8231 -0.003
H -0.0001 -3.0333 1.6969 0.000
H 0.5998 -3.5375 -0.9122 0.000
H -2.5260 -0.4521 -0.8113 0.000
H -1.9325 -1.1270 1.7535 0.000
Br 2.4449 -0.4214 -2.5773 -0.014
```



Record 5
The following is a quantum chemistry calculation of a molecular structure, C10H10BrCeNO3 in a non-equilibrium geometry, from the Open Molecules 2025 dataset.

Calculated values
E_tot in hartree: -3716.27473
Relative energy (zero: lowest compared OMol25 entry of this formula, charge and spin) in kcal per mole: 145.5

```
26
Properties=species:S:1:pos:R:3:mulliken_charge:R:1
C -1.1748 -0.7590 -1.8199 -0.387
C -1.2242 -1.7467 -0.8267 -0.444
C -1.9372 -1.2125 0.2745 -0.322
H -0.7638 -2.7167 -0.8657 0.446
C -2.3414 0.0935 -0.0561 -0.424
C -1.8444 0.3948 -1.3320 -0.512
H -1.9635 1.3312 -1.8480 0.505
H -0.7003 -0.8528 -2.7801 0.575
H -2.0970 -1.6996 1.2176 0.486
H -2.8765 0.7659 0.5857 0.509
Ce 0.0000 0.0000 0.0000 0.246
Br 0.8073 -1.8439 1.5797 -0.540
C 1.9679 1.1437 0.3534 -0.286
C 1.1474 1.9111 -0.5093 -0.588
C 0.9850 1.1855 -1.6976 -0.397
H 0.6943 2.8552 -0.2691 0.529
C 1.6913 -0.0400 -1.5691 -0.448
C 2.3225 -0.0404 -0.3167 -0.546
H 2.9162 -0.8367 0.0880 0.574
H 2.2297 1.3960 1.3634 0.448
H 0.4151 1.4980 -2.5538 0.619
H 1.7463 -0.8266 -2.3008 0.523
O -0.9747 -0.3476 3.9635 -0.562
N 0.0000 0.0000 3.3700 0.895
O 0.9143 0.4845 3.9635 -0.561
O 0.0000 0.0000 2.0000 -0.337
```



Record 6
The following is a quantum chemistry calculation of a molecular structure, C10H10Cl3FeNO2 in a non-equilibrium geometry, from the Open Molecules 2025 dataset.

Calculated values
E_tot in hartree: -3236.39937
2S+1: 6
⟨S²⟩: 8.78
Net charge: -1

```
27
Properties=species:S:1:pos:R:3:lowdin_spin:R:1
C 0.3359 -1.4378 -1.9556 0.274
C -0.9433 -1.4274 -1.4244 0.140
C -0.8969 -1.9748 -0.0809 0.140
C 0.4289 -2.3706 0.1772 0.242
C 1.3821 -1.8602 -0.9270 0.102
Fe 0.4347 -0.1821 0.1854 3.585
C -1.2770 2.0398 -1.3353 0.005
C -0.7370 2.6338 -2.3843 0.007
C 0.4236 2.8830 -2.9924 -0.002
N 2.2557 -0.7229 -0.1660 0.240
H -1.7851 -2.1418 0.5323 0.008
H -1.8778 -1.1617 -1.9320 0.007
H 0.7551 -2.8431 1.0944 0.015
H 2.1697 -2.5372 -1.3069 0.043
H 0.5873 -1.1802 -2.9837 0.019
H -2.1267 1.4493 -1.5489 0.002
H 2.7664 -0.0148 -0.7779 0.026
H -0.9063 2.1078 -0.3337 0.003
H 0.4605 3.4469 -3.9414 0.000
H 1.3937 2.3994 -2.6419 0.001
Cl -0.9197 -0.2138 5.4438 0.001
C -0.4735 0.7414 4.0302 0.002
Cl -1.6927 2.0069 3.7166 0.002
Cl 1.1559 1.4497 4.2305 0.002
C -0.3401 -0.2046 2.7476 0.023
O -0.2244 -1.4079 2.9155 0.013
O -0.3491 0.5228 1.6587 0.102
```



Record 7
The following is a quantum chemistry calculation of a single C10H10ClFN2 molecule in a non-equilibrium geometry, from the Open Molecules 2025 dataset.

Calculated values
E_tot in hartree: -1056.51841
Relative energy (zero: lowest compared OMol25 entry of this formula, charge and spin) in kcal per mole: 3.3
Structure (SMILES): CN[C@]1(C)N=C1c1c(F)cccc1Cl

```
24
Properties=species:S:1:pos:R:3:mulliken_charge:R:1
C -2.8008 -0.5256 1.3648 -0.946
N -1.4542 -0.1282 1.1295 -0.245
C -0.9291 -0.3256 -0.2131 0.969
C -1.5038 0.3001 -1.4307 -1.340
N -0.2495 -1.5995 -0.5722 -0.827
C 0.5553 -0.6603 -0.2136 -0.125
C 1.9330 -0.3489 -0.0588 0.327
C 2.9433 -1.3159 0.0513 0.487
F 2.5750 -2.5685 -0.1471 -0.258
C 4.2366 -0.9956 0.4652 -0.480
C 4.5687 0.3330 0.6351 -0.598
C 3.6192 1.3261 0.4057 -0.601
C 2.3472 0.9854 0.0341 0.046
Cl 1.1701 2.3091 -0.1454 -0.190
H -3.5596 0.0523 0.8445 0.315
H -3.0252 -1.5906 1.2047 0.328
H -3.1012 -0.4782 2.3599 0.394
H -1.2399 0.9395 1.3321 0.324
H -2.2519 -0.3142 -1.8192 0.414
H -0.7572 0.6101 -2.1518 0.352
H -2.1106 1.2211 -1.1205 0.286
H 4.9443 -1.8231 0.6027 0.389
H 5.3487 0.6187 1.2556 0.417
H 3.9060 2.2811 0.4400 0.564
```



Record 8
The following is a quantum chemistry calculation of a molecular structure, C10H10ClFV in a non-equilibrium geometry, from the Open Molecules 2025 dataset.

Calculated values
E_tot in hartree: -1891.10129
2S+1: 3
⟨S²⟩: 2.04
Net charge: -1

```
23
Properties=species:S:1:pos:R:3:lowdin_spin:R:1
C -2.9232 -1.0187 -0.0967 -0.012
C -1.8294 -1.1739 -1.0399 -0.031
C -1.3930 0.0965 -1.4474 0.008
H -1.5658 -2.1106 -1.5236 -0.001
C -2.0822 1.0856 -0.7136 -0.025
C -3.0927 0.4391 0.1379 0.002
H -3.9463 0.8761 0.6773 0.005
H -3.6013 -1.8024 0.3048 0.002
H -0.6514 0.2825 -2.2247 0.001
H -2.0104 2.1650 -0.8788 -0.001
V -1.4075 -0.2161 1.4046 2.025
Cl -0.1531 -2.1193 1.3451 0.020
C 3.1332 0.2130 -0.0316 -0.001
C 2.6550 1.4280 -0.5719 -0.001
C 2.0206 1.1274 -1.8342 -0.001
H 2.6169 2.3870 -0.0821 0.000
C 2.1356 -0.2598 -2.0515 -0.001
C 2.8344 -0.8318 -0.9414 -0.001
H 2.9595 -1.8787 -0.7672 0.000
H 3.5218 0.0837 0.9450 0.000
H 1.4185 1.8081 -2.4188 0.000
H 1.6442 -0.7947 -2.8360 0.000
F -0.1981 1.1085 1.5758 0.013
```



- Look up the E_tot of the fifth one.
  -3716.27473 hartree



- Which of these has the lowest E_tot?
  C10H10Br2Sm